The following is a DFT calculation (wB97M-V/def2-TZVPD) of a molecular structure, C61H57BrF4HgN6O6P.

Calculated values
- Total energy: -6606.83590 hartree
- HOMO-LUMO gap (alpha / beta): 0.119 / 0.168 Ha
- 2S+1: 2
- Net charge: -2

```
137
Properties=species:S:1:pos:R:3:forces:R:3
Hg 0.6171 -0.4677 0.1634 0.0 -0.1 0.1
C -2.2286 0.7758 5.9921 0.0 0.0 0.0
C -0.8401 0.1433 5.8455 0.0 0.0 0.0
C -0.6510 -0.5457 4.5298 0.0 0.0 0.1
C -0.7901 -1.9019 4.2582 0.0 0.0 0.0
C -1.0152 -3.0048 5.2508 0.0 0.1 0.0
C -2.4785 -3.3671 5.5145 0.0 0.0 0.0
C -0.4930 -2.0673 2.8709 -0.1 -0.1 -0.1
N -0.1583 -0.8658 2.3353 0.0 0.1 -0.2
C -0.2277 0.0716 3.3163 0.0 0.1 0.0
C 0.1981 1.4339 3.1910 -0.1 -0.1 0.0
C 1.0213 1.9807 2.2277 0.2 -0.1 0.1
C 1.5757 3.3454 2.2359 -0.1 0.0 0.0
C 1.1657 4.3580 3.2651 0.0 0.0 0.0
C -0.2146 4.9697 3.0106 0.0 0.0 0.0
C 2.4584 3.4188 1.2047 0.0 0.0 -0.1
C 2.4814 2.0894 0.5660 0.1 0.0 0.1
C 3.3838 1.6803 -0.3963 0.0 -0.1 -0.1
C 3.5453 0.3743 -0.9741 -0.1 0.4 -0.3
N 2.6204 -0.6074 -0.8952 0.0 -0.1 0.4
C 3.0747 -1.6948 -1.5515 -0.1 -0.1 -0.2
C 2.3613 -2.9332 -1.6530 0.1 0.1 -0.1
C 1.3153 -3.3850 -0.8822 0.1 -0.1 0.2
N 0.7499 -2.7114 0.1662 0.0 0.1 -0.2
C 0.0129 -3.5762 0.9067 0.1 0.0 0.1
C -0.5224 -3.3060 2.1525 0.0 0.1 0.0
C 0.0106 -4.8787 0.2265 0.0 0.0 0.0
C 0.7959 -4.7583 -0.8703 -0.1 0.1 -0.1
C 1.0571 -5.7768 -1.9333 0.0 0.0 0.0
C 0.2577 -5.4805 -3.2065 0.0 0.0 0.0
C -0.6882 -6.1062 0.7252 0.1 0.0 0.0
C 0.2076 -6.9577 1.6307 0.0 0.0 0.0
C 4.3554 -1.4031 -2.1058 0.1 0.0 0.0
C 4.6517 -0.0918 -1.7503 0.1 -0.1 0.1
C 5.9172 0.6600 -2.0425 0.0 0.0 -0.1
C 6.0736 1.0432 -3.5183 -0.1 0.0 0.1
C 5.2610 -2.3931 -2.7750 0.0 0.0 0.0
C 5.7956 -3.4540 -1.8060 0.0 0.0 0.0
N 1.5675 1.2957 1.1916 -0.1 0.0 -0.2
C 3.3215 4.5314 0.6755 0.0 0.0 0.1
C 3.0356 5.9496 1.1617 0.0 0.0 0.0
H -2.3525 1.2695 6.9608 0.0 0.0 0.0
H -3.0042 0.0146 5.8884 0.0 0.0 0.0
H -2.3912 1.5143 5.2044 0.0 0.0 0.0
H -0.6878 -0.5732 6.6599 0.0 0.0 0.0
H -0.0812 0.9215 5.9686 0.0 0.0 0.0
H -0.5488 -2.7225 6.2014 0.0 0.0 0.0
H -0.4902 -3.9011 4.9084 0.0 0.0 0.0
H -3.0233 -2.5153 5.9271 0.0 0.0 0.0
H -2.5611 -4.2025 6.2171 0.0 0.0 0.0
H -2.9695 -3.6516 4.5846 -0.1 0.0 -0.1
H -0.0713 2.0837 4.0168 0.0 0.0 0.0
H 1.9039 5.1535 3.3368 0.0 0.0 0.0
H 1.1546 3.8623 4.2408 0.0 0.0 0.0
H -0.9818 4.1944 2.9939 0.0 0.0 0.0
H -0.4692 5.6928 3.7898 0.0 0.0 0.0
H -0.2452 5.4780 2.0450 0.0 0.0 0.0
H 4.1008 2.4264 -0.7192 0.0 0.0 0.0
H 2.7398 -3.6304 -2.3943 0.0 0.0 0.0
H -0.9686 -4.1461 2.6754 0.0 0.0 0.0
H 0.8060 -6.7749 -1.5625 0.0 0.0 0.0
H 2.1239 -5.7911 -2.1766 0.0 0.0 0.0
H -0.8125 -5.4852 -2.9918 0.0 0.0 0.0
H 0.4573 -6.2202 -3.9860 0.0 0.0 0.0
H 0.5110 -4.4914 -3.5891 0.0 0.0 0.0
H -1.0264 -6.7092 -0.1228 0.0 0.0 0.0
H -1.5839 -5.8137 1.2791 0.0 0.0 0.0
H 1.0659 -7.3345 1.0712 0.0 0.0 0.0
H -0.3338 -7.8111 2.0478 0.0 0.0 0.0
H 0.5908 -6.3548 2.4552 0.0 0.0 0.0
H 6.7843 0.0671 -1.7260 0.0 0.0 0.0
H 5.9392 1.5723 -1.4422 0.0 0.0 0.0
H 6.0450 0.1608 -4.1586 0.0 0.0 0.0
H 7.0168 1.5669 -3.7003 0.0 0.0 0.0
H 5.2559 1.6952 -3.8297 0.1 -0.1 0.0
H 6.1113 -1.8698 -3.2200 0.0 0.0 0.0
H 4.7350 -2.8891 -3.5989 0.0 0.0 0.0
H 6.2764 -2.9717 -0.9527 0.0 0.0 0.0
H 6.5248 -4.1110 -2.2900 0.0 0.0 0.0
H 4.9817 -4.0654 -1.4147 0.0 0.0 0.0
H 3.2237 4.5171 -0.4140 0.0 0.0 0.0
H 4.3721 4.2926 0.8774 0.0 0.0 0.0
H 1.9788 6.2000 1.0543 0.0 0.0 0.0
H 3.6127 6.6668 0.5738 0.0 0.0 0.0
H 3.3136 6.0898 2.2058 0.0 0.0 0.0
F -5.4514 5.6847 -0.4620 0.0 0.0 0.0
C -4.8541 4.4888 -0.4266 0.0 0.0 0.0
C -5.6153 3.3374 -0.4691 0.0 0.1 0.0
F -6.9511 3.4266 -0.5477 0.0 0.0 0.0
C -4.9903 2.1052 -0.4210 -0.1 -0.1 -0.1
F -5.7990 1.0371 -0.4453 0.0 0.1 0.0
C -3.6112 1.9664 -0.3402 0.2 0.1 -0.1
P -2.7417 0.3164 -0.3321 -0.2 -0.1 0.3
C -3.6160 -0.4566 1.0862 0.0 0.1 0.0
C -4.1412 0.2885 2.1386 0.0 0.0 0.0
C -4.7750 -0.3364 3.2017 0.0 0.0 0.0
C -4.8818 -1.7181 3.2325 0.0 0.0 0.1
C -4.3004 -2.4719 2.2233 0.0 0.0 0.0
C -3.6555 -1.8472 1.1694 0.1 0.0 0.0
C -3.5841 -0.4688 -1.7762 0.1 0.1 0.0
C -2.9639 -0.2400 -3.0030 0.1 0.0 -0.1
C -3.4955 -0.7510 -4.1793 -0.1 0.0 0.0
C -4.6501 -1.5178 -4.1413 0.0 0.0 0.0
C -5.2600 -1.7755 -2.9192 0.0 0.0 0.0
C -4.7331 -1.2556 -1.7475 -0.1 0.0 0.1
C -2.8613 3.1503 -0.2821 0.1 0.0 0.0
Br -0.9952 3.1411 -0.0614 0.0 0.0 0.0
C -3.4795 4.3908 -0.3307 0.0 0.1 0.0
F -2.7806 5.5266 -0.2696 0.0 0.0 0.0
H -4.0677 1.3694 2.1279 0.0 0.0 0.0
H -5.1825 0.2600 4.0088 0.0 0.0 0.0
H -5.3856 -2.2054 4.0578 0.0 0.0 0.0
H -4.3286 -3.5541 2.2635 0.0 0.0 0.0
H -3.1771 -2.4482 0.4038 0.0 0.0 0.0
H -2.0310 0.3114 -3.0214 0.0 0.0 0.0
H -2.9886 -0.5647 -5.1174 0.0 0.0 0.0
H -5.0686 -1.9223 -5.0550 0.0 0.0 0.0
H -6.1550 -2.3846 -2.8758 0.0 0.0 0.0
H -5.2292 -1.4631 -0.8078 0.0 0.0 0.0
O 1.0920 -0.3463 -3.6481 -0.2 0.0 0.1
C 0.5651 0.5801 -3.0367 0.3 0.2 -0.1
O -0.1286 0.6076 -1.9829 -0.2 -0.3 0.1
C 0.7760 1.9821 -3.6206 0.3 0.0 -0.1
C -0.1933 2.9644 -3.5038 -0.1 0.0 0.0
C 0.0477 4.2240 -4.0240 -0.1 0.1 0.0
C 1.2358 4.5640 -4.6363 0.1 0.0 -0.1
C 2.1907 3.5663 -4.7225 0.1 0.1 0.0
C 1.9846 2.2855 -4.2402 -0.1 0.0 0.0
N 3.4794 3.9011 -5.3679 -0.2 0.0 0.0
O 4.3356 3.0417 -5.4054 -0.1 0.2 -0.1
O 3.6043 5.0231 -5.8322 0.1 -0.1 0.0
N -1.0012 5.2601 -3.9059 0.0 -0.2 -0.1
O -0.7889 6.3433 -4.4241 -0.1 -0.1 0.1
O -2.0233 4.9668 -3.3165 0.1 0.1 -0.1
H -1.1293 2.7571 -3.0048 0.1 -0.1 0.0
H 1.4117 5.5535 -5.0255 0.0 0.0 0.0
H 2.7386 1.5157 -4.3330 0.0 0.0 0.0
```
Forces are in eV/Å.